No. 1
36
Properties=species:S:1:pos:R:3:forces:R:3:mulliken_charge:R:1 method="wB97M-V/def2-TZVPD" total_charge=0 homo_lumo_gap_ev=10.054 lumo_ev=0.47 relative_energy_ev=0.000 smiles="C[C@H](C(=O)N[C@@](C)(CO)C(=O)O)[C@H](O)[C@@H](C)O"
C 0.2524 2.3403 -0.5454 0.124 0.625 -0.595 -1.5314
C -0.1328 1.0331 -1.2270 0.284 -0.652 0.340 0.1898
C -1.0599 0.3032 -0.2483 1.108 -0.358 2.067 0.1456
O -2.2220 0.5702 -0.2868 -2.980 0.946 -1.201 -0.7329
N -0.5964 -0.4300 0.8237 2.856 -0.240 -1.063 -0.1007
C -1.2845 -0.9051 2.0496 -1.096 -0.822 -0.082 1.1394
C -1.4135 0.2856 3.0415 0.875 -0.948 0.384 -1.5925
C -2.7033 -1.4986 1.7983 -0.613 0.887 -0.899 -0.8149
O -3.6968 -0.4902 1.5252 0.917 -0.265 0.218 -0.6476
C -0.3506 -2.0698 2.6217 2.609 1.783 0.910 0.1012
O 0.7992 -1.7249 2.9268 -2.053 -1.033 -0.665 -0.5958
O -0.7632 -3.3447 2.8330 -0.216 1.013 -0.377 -0.4420
C 1.0498 0.1668 -1.6655 0.041 -0.407 -0.132 0.3599
O 1.8390 -0.1259 -0.5158 0.923 -0.211 0.006 -0.6216
C 1.8922 0.7934 -2.7959 -0.042 0.745 0.553 0.3789
C 3.2188 0.0639 -2.9751 -0.621 0.499 -1.432 -1.8105
O 1.0970 0.7985 -3.9748 0.383 -0.563 -0.342 -0.5800
H 0.7924 2.1311 0.3607 0.602 0.054 0.246 0.3057
H -0.6171 2.9275 -0.2409 -0.122 -0.197 -0.249 0.4489
H 0.8396 2.9685 -1.2496 -0.166 -0.324 0.657 0.3832
H -0.7331 1.2616 -2.1168 -0.044 -0.311 0.303 0.4357
H 0.4521 -0.4802 0.8293 -1.363 -0.186 0.297 0.2844
H -1.8073 1.1418 2.5101 -0.447 -0.023 0.019 0.3353
H -0.4235 0.5701 3.4046 0.055 -0.124 -0.086 0.4358
H -2.0104 0.0037 3.9243 -0.036 0.249 -0.501 0.3802
H -3.0344 -2.0550 2.6856 0.182 0.270 -0.155 0.4537
H -2.6758 -2.2050 0.9526 0.212 0.043 0.219 0.3878
H -3.2943 0.1113 0.8308 -0.439 -0.910 0.632 0.4913
H -0.0034 -3.8206 3.2302 -0.314 0.426 -0.246 0.3837
H 0.6042 -0.7884 -2.0322 0.401 0.497 -0.168 0.3192
H 2.6369 -0.6449 -0.7668 -1.031 0.523 0.221 0.3117
H 2.1498 1.8524 -2.6013 -0.147 -0.417 0.463 0.2047
H 3.0377 -0.9705 -3.2048 -0.024 -0.615 -0.259 0.4298
H 3.7642 0.5280 -3.8137 -0.167 -0.292 0.312 0.3711
H 3.8429 0.1137 -2.1098 0.364 0.271 0.625 0.4458
H 0.5543 1.5888 -3.9776 -0.015 0.067 -0.020 0.3471

No. 2
34
Properties=species:S:1:pos:R:3:forces:R:3:mulliken_charge:R:1 method="wB97M-V/def2-TZVPD" total_charge=-1 homo_lumo_gap_ev=6.535 lumo_ev=3.07 relative_energy_ev=0.934
O -1.9190 0.7516 0.2740 2.306 -1.318 0.226 -0.9528
H -0.9875 0.3647 0.4363 -2.304 1.023 -0.376 -0.0271
C -0.5280 -2.3186 1.8305 2.856 -1.333 3.713 -0.9362
S -0.1252 -1.9941 0.1631 1.769 -1.828 -1.029 0.6843
O 1.1600 -2.7821 -0.1733 -1.520 1.061 0.567 -0.7762
C -1.4338 -2.9767 -0.5571 1.532 -3.009 1.382 -0.7079
H -1.3620 -1.7976 2.1939 -1.964 0.400 -0.262 0.4247
H 0.2229 -1.7033 2.4711 -0.500 -1.221 -1.230 0.2947
H -0.4589 -3.4407 2.2636 -0.239 2.447 -1.514 0.2414
H -1.4500 -2.7435 -1.5389 -0.263 1.070 -3.191 -0.0254
H -2.3445 -2.7993 -0.1026 -1.894 0.741 0.892 0.3762
H -1.2769 -4.1192 -0.5771 0.395 1.691 0.663 0.3389
C -0.6370 0.0379 -3.2804 0.587 2.028 3.424 -0.8356
S -2.2758 0.3366 -3.9422 0.734 1.545 2.980 0.4397
O -2.2149 0.1150 -5.3681 -0.039 -0.978 -2.573 -0.6475
C -3.0030 -0.9866 -3.0367 -0.773 -2.330 -0.445 -0.8513
H -0.5717 0.1810 -2.0504 -0.540 0.090 -3.188 0.1967
H 0.1888 0.5167 -3.8060 -0.460 0.973 0.073 0.4292
H -0.3910 -0.9330 -3.4584 0.273 -3.288 -0.407 0.3406
H -2.9317 -0.8467 -1.9957 1.331 0.647 1.600 0.2653
H -2.7819 -2.0907 -3.2463 0.009 1.695 -0.262 0.2979
H -4.0555 -0.8282 -3.0355 -1.244 -0.129 -1.018 0.4152
C 3.4302 3.2552 2.9953 -5.626 -4.453 -2.718 -0.6182
C 2.0716 2.7685 3.5801 5.947 -0.843 -10.743 -0.5903
C 1.1159 2.1628 2.7719 0.722 1.274 0.692 -0.3262
C 1.4426 1.8263 1.4582 3.457 0.608 -1.365 -0.1270
C 2.7920 2.0922 0.8338 -0.821 0.539 1.129 -0.4328
C 3.7639 2.8788 1.6058 -2.113 -0.587 2.412 -0.2532
H 4.0497 3.5470 3.7468 2.225 1.434 1.362 0.4068
H 1.8297 3.0603 4.4212 -2.061 2.687 8.450 0.5965
H 0.1382 2.2079 3.2909 0.206 -0.993 -1.226 0.3515
H 0.7462 1.3757 0.8038 -0.883 -0.401 -0.432 0.4375
H 3.0245 1.7033 -0.2825 -0.677 1.098 2.947 0.2447
H 4.7720 3.1789 1.3108 -0.430 -0.337 -0.531 0.3257

No. 3
31
Properties=species:S:1:pos:R:3:forces:R:3:mulliken_charge:R:1 method="wB97M-V/def2-TZVPD" total_charge=0 homo_lumo_gap_ev=8.965 lumo_ev=0.76 relative_energy_ev=0.442
C -1.4582 -2.2874 1.3935 1.639 0.406 1.384 -0.6296
C -1.2281 -1.5713 2.7947 -2.930 0.763 -2.475 -0.9687
C -2.0505 -1.3446 0.3895 0.152 1.048 1.660 -0.7033
C -0.2238 -0.4429 2.6295 0.029 -0.367 0.811 -0.4953
C -1.4268 0.0041 0.5569 -0.509 0.741 -1.474 -0.3122
C 0.3700 0.0866 -4.1056 1.100 -0.753 -1.586 -0.7879
C 1.8309 0.5066 -3.6968 0.647 -3.179 0.315 -0.4967
C -0.0621 -0.4442 -2.7339 -1.602 -0.168 -0.215 -0.3988
C -0.5711 0.4647 1.4460 -0.283 -3.046 0.687 0.7560
C 0.0547 1.7619 1.4277 0.656 0.773 -0.920 -1.5992
P 1.1954 0.5051 -1.8695 0.917 2.575 -0.383 -0.0561
S 2.2248 -0.9443 -0.7670 0.851 -0.021 0.225 -0.2932
H -0.4113 -2.6116 1.0671 -1.419 0.138 0.138 0.1906
H -2.0801 -3.1353 1.6076 -0.193 -0.676 -0.272 0.4110
H -2.2280 -1.0731 3.0032 0.889 -0.628 0.098 0.2434
H -1.1559 -2.4118 3.4471 0.987 0.054 1.181 0.4280
H -1.8210 -1.6766 -0.5700 0.247 -0.605 -1.926 0.3088
H -3.1333 -1.1826 0.4187 -0.053 -0.482 0.301 0.3295
H -0.2196 0.1952 3.5203 0.045 -0.095 0.072 0.3592
H 0.7486 -0.9315 2.6145 0.530 0.417 -0.470 0.2780
H 3.1345 -0.0703 -0.2146 -0.719 -0.487 -0.286 0.1547
H -1.7238 0.6794 -0.2373 0.036 0.346 -0.128 0.4165
H -0.3021 0.9143 -4.3717 0.474 0.053 0.220 0.2517
H 0.3634 -0.5797 -5.0261 -0.153 0.436 1.262 0.2869
H 2.5402 -0.4384 -3.8169 -1.588 1.557 0.345 0.1746
H 2.3908 1.2410 -4.2564 -0.298 0.854 0.333 0.4429
H -1.1210 -0.1839 -2.6105 0.303 0.004 0.704 0.2006
H 0.0512 -1.4524 -2.3727 0.064 -0.892 -0.906 0.4616
H -0.0783 2.1277 2.4192 0.790 0.837 0.822 0.5051
H -0.4166 2.4552 0.7546 -0.476 0.249 -0.387 0.3438
H 1.0838 1.6836 1.0267 -0.131 0.147 0.869 0.1979

No. 4
40
Properties=species:S:1:pos:R:3:forces:R:3:mulliken_charge:R:1 method="wB97M-V/def2-TZVPD" total_charge=-1 homo_lumo_gap_ev=9.935 lumo_ev=2.51 relative_energy_ev=0.000
C 3.6417 0.7126 0.2252 0.031 -0.160 0.069 -1.3974
C 2.1965 0.1774 0.2300 0.019 0.046 0.141 1.0559
C 1.5506 0.2197 1.6332 -0.058 -0.094 -0.140 -1.2666
C 1.3251 0.8799 -0.8329 0.001 -0.022 0.047 0.1570
C 0.9709 2.3329 -0.4590 0.136 0.091 -0.097 -1.3838
C 0.1168 -0.0134 -1.1938 0.031 0.061 -0.004 -0.6256
O -1.1596 0.5709 -0.8793 0.083 -0.050 0.017 -0.2199
C -2.1326 -0.3904 -0.5650 -0.116 0.098 -0.115 -0.1472
C -3.4930 0.1130 -1.0336 -0.145 -0.176 0.201 -0.8713
C -3.8333 1.4464 -0.4013 0.027 0.167 -0.295 -0.4524
O -3.9785 1.3076 1.0288 -0.191 -0.333 0.023 -0.3556
S -2.7382 0.7656 1.8683 0.137 0.148 0.039 1.1684
O -3.2951 0.3349 3.1093 -0.084 0.008 0.086 -0.7022
O -1.7131 1.7590 1.8524 0.068 0.055 -0.034 -0.5681
C -2.2176 -0.6637 0.9476 -0.095 0.132 -0.220 -0.7245
H 4.3464 -0.1176 0.1559 0.004 0.007 0.004 0.3106
H 3.8281 1.3697 -0.6273 0.006 0.024 0.025 0.3540
H 3.8819 1.2583 1.1400 -0.033 0.122 -0.066 0.2930
H 2.2461 -0.8746 -0.0499 0.045 0.052 -0.187 -0.2425
H 0.5375 0.6229 1.5979 -0.046 -0.011 0.024 0.1609
H 2.1152 0.8490 2.3229 -0.024 0.009 0.015 0.4092
H 1.5000 -0.7822 2.0636 0.048 0.037 0.059 0.2322
H 1.9421 0.9234 -1.7342 -0.051 -0.089 -0.033 0.8799
H -0.0908 2.5426 -0.5618 -0.024 -0.027 0.021 0.1728
H 1.2447 2.5600 0.5715 -0.059 -0.046 0.038 0.3371
H 1.5145 3.0385 -1.0908 -0.010 -0.011 0.001 0.3289
H 0.1270 -0.2345 -2.2665 -0.052 0.002 0.015 0.0414
H 0.2110 -0.9712 -0.6837 0.038 -0.041 0.040 0.4121
H -1.9055 -1.3352 -1.0706 -0.018 -0.050 0.103 0.5311
H -3.5523 0.1631 -2.1208 0.193 0.188 -0.007 0.3886
H -4.2537 -0.6066 -0.7123 -0.001 -0.004 -0.076 0.3636
H -3.0930 2.2157 -0.6238 0.114 -0.086 0.064 0.2694
H -4.8049 1.7926 -0.7485 -0.026 0.041 0.116 0.3780
H -1.2639 -0.9647 1.3813 0.001 -0.036 -0.039 0.3167
H -2.9835 -1.4171 1.1288 0.125 -0.093 0.148 0.4573
F 2.9902 -4.8232 -2.1114 0.016 -0.027 -0.063 -0.4187
Al 2.6550 -3.9307 -0.7218 -0.025 -0.036 0.017 0.4650
F 1.3403 -2.8953 -1.0244 -0.080 0.049 -0.008 -0.3227
F 3.9848 -2.9797 -0.2961 0.026 0.095 0.015 -0.3869
F 2.2419 -4.9554 0.5521 -0.013 -0.042 0.056 -0.3975

No. 5
40
Properties=species:S:1:pos:R:3:forces:R:3:mulliken_charge:R:1 method="wB97M-V/def2-TZVPD" total_charge=0 homo_lumo_gap_ev=10.545 lumo_ev=0.35 relative_energy_ev=0.563 smiles=BrCCBr.BrCCBr.BrCCBr.BrCCBr.BrCCBr
Br -1.6019 2.8361 -1.4076 -0.158 0.425 -0.441 -0.0983
C -2.8681 4.3000 -1.7415 -0.529 0.108 0.303 -0.4937
C -2.2954 5.5521 -1.1242 0.978 0.037 -0.024 -0.6118
Br -3.5073 7.0756 -1.1455 0.012 -0.400 0.057 -0.1561
H -3.7838 3.9442 -1.2784 0.015 0.232 0.202 0.3671
H -3.0913 4.4605 -2.7936 0.425 -0.370 -0.120 0.3767
H -1.4181 5.8743 -1.6851 -0.179 0.009 -0.191 0.3435
H -1.8997 5.3793 -0.1250 -0.571 0.103 0.204 0.3389
Br 4.4427 -4.3366 -3.1361 -0.181 0.019 -0.032 -0.1585
C 2.6453 -4.6189 -3.8484 -0.214 0.127 0.264 -0.5254
C 1.9509 -3.2889 -4.0334 -0.075 0.313 0.254 -0.4247
Br 0.1509 -3.6094 -4.7747 0.607 0.101 0.062 -0.1617
H 2.0951 -5.1859 -3.1023 0.128 -0.144 0.033 0.2460
H 2.7446 -5.2225 -4.7421 0.027 0.187 -0.171 0.4272
H 2.4773 -2.5421 -4.6231 -0.057 -0.413 -0.524 0.3915
H 1.8088 -2.7891 -3.0761 -0.204 -0.272 0.096 0.1385
Br -0.9832 0.3249 2.1479 0.100 0.213 -0.844 -0.1367
C -0.3877 -0.0073 0.2989 0.411 -0.610 -0.253 -0.2956
C -1.4539 -0.6610 -0.5497 -0.660 0.225 0.074 -0.4843
Br -0.6929 -1.8028 -1.9198 0.068 0.047 0.003 -0.1301
H 0.4877 -0.6398 0.4006 -0.108 -0.146 0.199 0.0793
H -0.0478 0.8618 -0.2630 -0.067 0.453 0.746 0.3453
H -2.0012 0.1160 -1.0768 -0.109 -0.172 -0.069 0.2037
H -2.1817 -1.2739 -0.0277 0.237 -0.049 0.258 0.4252
Br 1.9218 -2.2275 2.0578 -0.059 -0.333 0.037 -0.1794
C 1.0027 -3.8230 1.3787 -0.262 0.279 -0.037 -0.5282
C 1.9420 -4.5496 0.4540 0.409 0.544 -0.281 -0.5006
Br 1.0816 -6.2021 -0.1437 0.445 0.234 0.205 -0.1618
H 0.0914 -3.4711 0.9005 0.134 0.026 -0.214 0.2981
H 0.6954 -4.4313 2.2245 0.291 0.037 0.126 0.4305
H 2.9200 -4.6470 0.9305 -0.282 -0.945 0.176 0.4156
H 2.2072 -3.9944 -0.4462 -0.557 0.117 -0.052 0.2456
Br 0.6348 5.2431 3.1575 -0.324 -0.356 0.182 -0.1692
C -0.4840 3.7669 3.8245 -0.057 -0.029 0.309 -0.3244
C -0.0798 3.3946 5.2367 -0.352 -0.279 -0.094 -0.5589
Br -1.3679 2.0053 5.8579 0.563 0.378 -0.214 -0.1848
H -0.3700 2.9337 3.1394 0.177 0.048 -0.020 0.0585
H -1.5284 4.0654 3.8156 0.097 0.330 -0.145 0.3832
H -0.1796 4.2041 5.9500 -0.052 0.107 -0.087 0.3935
H 0.9239 2.9865 5.2889 -0.064 -0.183 0.026 0.3765

No. 6
43
Properties=species:S:1:pos:R:3:forces:R:3:mulliken_charge:R:1 method="wB97M-V/def2-TZVPD" total_charge=+3 homo_lumo_gap_ev=1.392 lumo_ev=-15.51 relative_energy_ev=13.456
Hf 32.5682 4.2717 -0.2211 -0.982 1.393 -0.248 1.6429
F 30.3519 7.3314 -0.7458 1.020 -1.419 0.244 -0.5115
C 34.2825 6.7409 -8.6254 -0.606 1.330 -0.138 -0.5030
O 34.1343 6.2925 -7.2780 -0.794 0.266 2.934 -0.2226
C 33.6633 7.0975 -6.2073 0.662 0.292 0.679 0.7486
O 33.6765 6.7495 -4.9805 -0.176 0.687 -4.789 -0.4841
O 33.3059 8.3313 -6.6523 1.593 -2.615 -0.863 -0.2515
C 32.5734 9.2578 -5.9232 -1.461 0.691 1.313 -0.5900
H 35.0844 7.4791 -8.6382 0.147 0.124 -0.112 0.3052
H 33.3799 7.2517 -8.9608 -0.214 0.344 0.194 0.2909
H 34.4481 5.9801 -9.3882 0.263 -0.673 0.991 0.2691
H 32.4754 10.1811 -6.4943 0.303 -0.302 -0.195 0.2604
H 32.9727 9.5009 -4.9386 0.394 -0.212 -0.061 0.2904
H 31.5753 8.8495 -5.7647 -0.128 0.070 0.046 0.3047
C 26.2456 2.3190 2.8319 0.446 -0.940 0.485 -0.6010
O 25.6897 2.7581 1.6196 -0.580 0.463 -0.435 -0.2179
C 26.4261 3.3132 0.6990 2.550 0.820 -0.337 0.8161
O 27.6704 3.4915 0.7590 -3.427 -0.346 -0.579 -0.5552
O 25.5763 3.6576 -0.3007 0.155 -1.164 0.455 -0.1950
C 26.0026 4.4718 -1.3629 1.360 0.672 0.449 -0.5705
H 26.8030 1.4095 2.6078 -0.004 -0.328 0.123 0.3231
H 25.3923 2.0714 3.4634 0.269 0.175 0.033 0.2514
H 26.9799 2.9844 3.2858 -0.313 0.462 -0.147 0.3121
H 27.0128 4.2118 -1.6789 0.034 -0.338 -0.178 0.2898
H 26.1631 5.4228 -0.8551 -0.180 0.794 -0.524 0.3245
H 25.3334 4.5100 -2.2225 -0.301 -0.270 0.645 0.2591
C 36.3296 10.0668 3.0477 -0.711 1.115 1.240 -0.6160
O 37.2558 9.7534 2.0548 0.647 0.127 -0.799 -0.2621
C 36.8542 9.1341 0.9800 0.495 -2.346 -0.173 0.8559
O 35.8899 8.3273 0.9998 1.539 1.963 -0.837 -0.5072
O 37.7327 9.2303 -0.0209 -1.570 -0.301 -0.238 -0.2650
C 38.8796 10.0998 0.0513 0.959 -0.646 0.414 -0.5724
H 36.1046 9.2501 3.7336 0.126 -0.159 -0.247 0.2746
H 35.4236 10.4664 2.5921 -0.048 -0.137 0.154 0.3307
H 36.8428 10.8590 3.5927 -0.313 -0.048 0.251 0.2674
H 39.4321 10.0931 -0.8882 -1.018 0.290 -0.458 0.2624
H 39.6105 9.5623 0.6554 -0.098 0.302 0.800 0.3056
H 38.6522 11.0897 0.4469 -0.007 -0.169 -0.097 0.3109
C 27.9406 12.5023 0.3910 -0.193 -0.255 1.317 -0.1768
Cl 26.8041 11.7021 1.4652 -0.015 0.061 -0.294 0.0880
Cl 29.2748 13.2074 1.2712 -0.232 -0.042 -0.620 0.0732
H 28.2776 11.7335 -0.3042 0.351 -0.111 -0.261 0.3089
H 27.3743 13.2399 -0.1777 0.057 0.380 -0.140 0.3360